(1)
Entry from the OMol25 dataset: a molecular structure, C3H9N3O in a non-equilibrium geometry (ωB97M-V with the def2-TZVPD basis set).

Each line ends with the Mulliken charge.
Element x y z (Å)
1 C -0.168 0.529 2.681  -0.581
2 C -0.233 0.795 -0.578  -0.021
3 C 1.602 -1.308 -1.772  -0.482
4 H -0.198 1.605 3.410  0.275
5 H -0.303 -0.707 3.261  0.222
6 H 1.124 0.629 1.730  0.186
7 H -1.629 1.549 1.922  0.343
8 H 0.001 1.301 -1.608  0.356
9 H -0.863 -0.996 0.014  0.309
10 H 1.861 -2.137 -1.067  0.238
11 H 2.237 -0.178 -1.735  0.238
12 H 1.960 -1.582 -2.818  0.270
13 N -1.199 0.695 1.548  -0.408
14 N -0.351 1.597 0.524  -0.521
15 N -0.204 -0.720 -0.634  -0.149
16 O 0.111 -1.324 -1.896  -0.275

ΔE to the lowest compared entry with this formula, charge and spin in kcal per mole: 246.2
Orbital gap in eV: 9.748
HOMO level in Eh: -0.334
Energy in eV: -9764.8644
M in g mol⁻¹: 103.12
Maximum force in eV/A: 6.32
Charge: 0

***

(2)
Entry from the OMol25 dataset: a molecular structure, C17H20BCl2IrN6 (ωB97M-V with the def2-TZVPD basis set).

Each line ends with the Löwdin spin population.
Element x y z (Å)
1 Ir 0.079 -0.047 0.105  0.453
2 C 1.704 3.860 -0.198  0.002
3 C 1.585 2.583 -0.702  0.002
4 N 0.777 1.853 0.099  -0.007
5 N 0.364 2.667 1.108  0.002
6 C 0.912 3.872 0.940  0.003
7 B -0.838 2.263 1.997  0.000
8 N -0.386 1.029 2.782  0.000
9 C -0.360 0.734 4.082  0.011
10 C 0.166 -0.543 4.247  0.005
11 C 0.451 -0.983 2.973  0.001
12 N 0.116 -0.015 2.091  0.000
13 N -1.943 1.819 0.976  0.002
14 C -3.154 2.313 0.732  0.030
15 C -3.667 1.729 -0.429  0.017
16 C -2.685 0.867 -0.863  0.004
17 N -1.648 0.913 0.003  0.019
18 H 2.268 4.676 -0.615  0.000
19 H 1.988 2.188 -1.614  0.002
20 H 0.675 4.673 1.623  0.000
21 H -1.214 3.147 2.686  0.000
22 H -0.705 1.453 4.809  0.000
23 H 0.329 -1.070 5.171  0.000
24 H 0.865 -1.927 2.661  0.000
25 H -3.576 3.067 1.378  0.001
26 H -4.618 1.929 -0.892  0.000
27 H -2.653 0.223 -1.729  0.000
28 C 3.961 0.451 -0.756  0.019
29 C 2.693 -0.291 -0.944  0.100
30 C 2.213 -1.169 0.054  -0.009
31 C 1.162 -2.062 -0.211  0.027
32 C 0.425 -1.941 -1.423  0.098
33 C 0.764 -0.926 -2.331  0.002
34 C 1.930 -0.175 -2.134  0.145
35 H 4.773 -0.219 -1.072  0.011
36 H 4.144 0.696 0.290  0.003
37 H 4.027 1.345 -1.372  0.001
38 H 2.751 -1.239 0.992  -0.001
39 H 0.913 -2.854 0.483  0.000
40 H -0.403 -2.601 -1.640  0.003
41 H 0.186 -0.792 -3.238  -0.002
42 H 2.260 0.504 -2.912  0.003
43 Cl -3.138 -2.407 -1.752  0.001
44 C -3.327 -2.286 -0.028  0.004
45 Cl -1.708 -2.153 0.842  0.046
46 H -3.746 -3.199 0.386  0.002
47 H -3.885 -1.401 0.256  0.000

ΔE to the lowest compared entry with this formula, charge and spin in kcal per mole: 2.4
Orbital gap (alpha / beta) in eV: 6.927 / 5.284
HOMO level (alpha / beta) in Eh: -0.702 / -0.699
Energy in eV: -55425.8178
Multiplicity: 2
⟨S²⟩: 0.766
M in g mol⁻¹: 582.32
Maximum force in eV/A: 0.34
Charge: +3

***

(3)
Entry from the OMol25 dataset: 10 unconnected molecules or ions with the total composition C23H67F3N9O12S in a non-equilibrium geometry (ωB97M-V with the def2-TZVPD basis set).

Each line ends with the Löwdin spin population.
Element x y z (Å)
1 C 0.076 0.255 -0.530  0.000
2 F 1.031 0.366 -1.447  0.000
3 F 0.470 0.730 0.735  0.000
4 F -0.907 0.973 -0.999  0.000
5 S -0.416 -1.674 -0.408  0.000
6 O -1.679 -1.643 0.344  0.000
7 O -0.560 -2.167 -1.816  0.000
8 O 0.702 -2.351 0.301  0.007
9 C 0.529 -4.537 4.668  0.032
10 C 0.468 -5.036 3.212  0.148
11 C 0.414 -6.571 2.990  0.028
12 O 1.377 -7.212 3.847  0.018
13 C 0.859 -8.168 4.729  0.002
14 N -0.600 -4.309 2.571  0.613
15 H -0.440 -4.849 5.058  0.007
16 H 0.571 -3.461 4.837  0.001
17 H 1.331 -4.930 5.293  0.000
18 H 1.417 -4.666 2.825  0.087
19 H 0.497 -6.862 1.943  -0.001
20 H -0.613 -6.832 3.246  0.005
21 H 1.689 -8.563 5.314  0.000
22 H 0.405 -9.062 4.301  0.000
23 H 0.157 -7.700 5.419  0.001
24 H -0.373 -3.343 2.761  0.021
25 H -0.491 -4.530 1.591  0.021
26 C -1.416 4.648 0.763  0.000
27 C 0.030 4.822 1.313  0.000
28 C 0.202 3.638 2.322  0.000
29 O -0.492 3.684 3.495  0.000
30 C -0.177 4.781 4.371  0.000
31 N 0.878 4.790 0.174  0.000
32 H -2.119 4.935 1.545  0.000
33 H -1.770 3.665 0.450  0.000
34 H -1.651 5.312 -0.069  0.000
35 H 0.190 5.786 1.797  0.000
36 H 1.238 3.452 2.603  0.000
37 H -0.042 2.655 1.918  0.000
38 H -0.306 4.634 5.444  0.000
39 H -0.801 5.631 4.094  0.000
40 H 0.866 5.097 4.328  0.000
41 H 0.720 5.656 -0.323  0.000
42 H 0.575 4.030 -0.418  0.000
43 C 0.946 -0.902 3.499  0.000
44 C 1.663 0.360 4.107  0.000
45 C 2.200 0.016 5.533  0.000
46 O 2.764 1.077 6.237  0.000
47 C 3.228 0.713 7.545  0.000
48 N 2.585 0.967 3.165  0.000
49 H 0.527 -0.611 2.536  0.000
50 H 0.131 -1.296 4.107  0.000
51 H 1.655 -1.712 3.327  0.000
52 H 0.905 1.135 4.221  0.000
53 H 2.860 -0.845 5.429  0.000
54 H 1.393 -0.412 6.129  0.000
55 H 3.503 1.576 8.151  0.000
56 H 4.028 -0.027 7.515  0.000
57 H 2.440 0.208 8.103  0.000
58 H 3.119 1.732 3.552  0.000
59 H 2.173 1.196 2.272  0.000
60 C -0.243 6.562 -4.026  0.000
61 C 0.698 6.050 -5.047  0.000
62 C 1.026 4.573 -4.777  0.000
63 O 1.804 4.497 -3.586  0.000
64 C 2.020 3.174 -3.184  0.000
65 N 0.024 6.207 -6.348  0.000
66 H -0.709 7.529 -4.211  0.000
67 H 0.297 6.554 -3.079  0.000
68 H -1.041 5.851 -3.813  0.000
69 H 1.610 6.642 -5.126  0.000
70 H 1.587 4.273 -5.662  0.000
71 H 0.100 4.000 -4.749  0.000
72 H 2.211 2.443 -3.970  0.000
73 H 1.274 2.852 -2.457  0.000
74 H 2.914 3.197 -2.560  0.000
75 H -0.671 5.475 -6.379  0.000
76 H 0.635 5.828 -7.057  0.000
77 C -3.920 -0.329 -2.260  0.000
78 C -3.664 0.905 -3.082  0.000
79 C -2.506 0.572 -4.030  0.000
80 O -2.046 1.692 -4.780  0.000
81 C -0.880 1.442 -5.620  0.000
82 N -4.809 1.252 -3.930  0.000
83 H -4.167 -1.162 -2.918  0.000
84 H -4.769 -0.211 -1.587  0.000
85 H -3.101 -0.566 -1.581  0.000
86 H -3.447 1.831 -2.549  0.000
87 H -2.856 -0.178 -4.740  0.000
88 H -1.625 0.118 -3.576  0.000
89 H -0.523 2.378 -6.050  0.000
90 H -1.155 0.920 -6.537  0.000
91 H -0.097 0.997 -5.006  0.000
92 H -4.689 1.926 -4.673  0.000
93 H -5.120 0.392 -4.357  0.000
94 O 3.204 -3.563 0.499  0.004
95 H 3.618 -2.853 0.989  0.000
96 H 2.265 -3.416 0.612  0.000
97 O -3.672 -0.669 2.066  0.000
98 H -3.498 -1.381 2.681  0.000
99 H -2.930 -0.686 1.462  0.000
100 C -0.801 -5.665 -0.888  0.000
101 O -0.966 -6.860 -0.670  0.001
102 N -1.781 -4.820 -0.801  -0.001
103 N 0.305 -5.151 -1.199  0.003
104 H -2.696 -5.138 -0.516  0.000
105 H -1.591 -3.888 -1.142  0.000
106 H 0.482 -4.262 -1.645  0.000
107 H 1.133 -5.691 -1.404  0.000
108 C 0.856 -2.265 -5.056  0.000
109 O 1.472 -2.500 -6.118  0.000
110 N -0.288 -2.815 -4.768  0.000
111 N 1.207 -1.491 -4.111  0.000
112 H -0.654 -3.482 -5.432  0.000
113 H -0.536 -2.713 -3.795  0.000
114 H 2.117 -1.059 -4.191  0.000
115 H 0.636 -1.570 -3.282  0.000

Orbital gap (alpha / beta) in eV: 8.515 / 2.604
HOMO level (alpha / beta) in Eh: -0.322 / -0.322
Energy in eV: -81899.7908
Multiplicity: 2
⟨S²⟩: 0.755
M in g mol⁻¹: 750.90
Maximum force in eV/A: 8.38
Charge: 0

***

(4)
Entry from the OMol25 dataset: a gas-phase ion, C19H30N3O2 (charge +1) (ωB97M-V with the def2-TZVPD basis set).

Each line ends with the Mulliken charge.
Element x y z (Å)
1 C 0.886 -2.576 -1.706  -1.807
2 C 1.423 -1.216 -1.432  1.087
3 C 2.726 -0.809 -1.382  0.186
4 C 3.965 -1.579 -1.693  -1.497
5 N 2.776 0.566 -1.113  0.022
6 C 3.940 1.320 -0.752  -1.059
7 C 3.955 1.523 0.776  -0.608
8 N 3.740 0.215 1.453  0.192
9 C 5.009 -0.436 1.814  -0.936
10 C 2.850 0.325 2.621  -0.879
11 C 1.487 1.030 -0.985  0.309
12 C 1.013 2.308 -0.709  -0.726
13 C -0.350 2.474 -0.630  -1.153
14 C -1.234 1.402 -0.826  0.294
15 C -2.691 1.694 -0.717  0.343
16 O -3.126 2.728 -0.273  -0.619
17 O -3.441 0.690 -1.173  -0.343
18 C -4.858 0.863 -1.114  -0.896
19 C -5.449 0.517 0.255  -0.456
20 N -5.648 -0.911 0.419  -0.070
21 C -4.402 -1.627 0.579  -0.850
22 C -6.566 -1.203 1.501  -1.038
23 C -0.765 0.131 -1.107  -0.705
24 C 0.612 -0.062 -1.178  0.686
25 H 0.115 -2.827 -0.979  0.402
26 H 1.665 -3.332 -1.664  0.436
27 H 0.430 -2.605 -2.694  0.342
28 H 4.600 -1.756 -0.823  0.190
29 H 4.554 -1.065 -2.452  0.311
30 H 3.687 -2.547 -2.099  0.485
31 H 3.922 2.300 -1.237  0.402
32 H 4.834 0.793 -1.089  0.423
33 H 4.892 1.968 1.111  0.434
34 H 3.133 2.189 1.045  0.506
35 H 3.255 -0.375 0.747  0.037
36 H 5.679 -0.467 0.957  0.393
37 H 4.829 -1.454 2.157  0.383
38 H 5.492 0.121 2.616  0.379
39 H 3.285 0.999 3.357  0.412
40 H 2.711 -0.652 3.080  0.405
41 H 1.877 0.707 2.317  0.308
42 H 1.677 3.152 -0.591  0.498
43 H -0.776 3.443 -0.422  0.523
44 H -5.267 0.197 -1.874  0.365
45 H -5.087 1.906 -1.353  0.491
46 H -6.426 1.000 0.319  0.474
47 H -4.804 0.946 1.043  0.343
48 H -3.844 -1.311 1.477  0.312
49 H -3.778 -1.462 -0.296  0.157
50 H -4.614 -2.692 0.659  0.408
51 H -7.519 -0.714 1.306  0.350
52 H -6.192 -0.868 2.481  0.358
53 H -6.732 -2.278 1.541  0.326
54 H -1.450 -0.685 -1.269  0.671

ΔE to the lowest compared entry with this formula, charge and spin in kcal per mole: 17.1
Orbital gap in eV: 7.689
HOMO level in Eh: -0.377
Energy in eV: -28749.4485
SMILES: Cc1c(C)n(CC[NH+](C)C)c2ccc(C(=O)OCCN(C)C)cc12
M in g mol⁻¹: 332.47
Maximum force in eV/A: 0.90
Charge: +1

***

(5)
Entry from the OMol25 dataset: 2 unconnected molecules or ions with the total composition C4H12OS2 in a non-equilibrium geometry (ωB97M-V with the def2-TZVPD basis set).

Each line ends with the Mulliken charge.
Element x y z (Å)
1 C 1.047 -1.331 -2.495  -1.012
2 C 0.738 0.146 -2.251  -0.340
3 C 1.451 0.736 -1.032  -0.672
4 S 0.858 0.231 0.616  -0.024
5 S -1.129 0.394 0.427  -0.154
6 C -1.485 2.116 0.953  -0.800
7 H 2.122 -1.385 -2.731  0.281
8 H 0.491 -1.850 -3.284  0.353
9 H 0.730 -1.940 -1.584  0.220
10 H -0.329 0.327 -2.000  0.206
11 H 0.838 0.818 -3.098  0.384
12 H 1.552 1.813 -1.170  0.346
13 H 2.455 0.321 -0.981  0.344
14 H -1.002 2.866 0.321  0.283
15 H -1.374 2.324 2.015  0.291
16 H -2.543 2.237 0.753  0.302
17 O -1.061 -2.578 2.566  -0.638
18 H -1.674 -2.940 1.913  0.315
19 H -1.071 -1.652 2.282  0.315

ΔE to the lowest compared entry with this formula, charge and spin in kcal per mole: 8.5
Orbital gap in eV: 9.788
HOMO level in Eh: -0.337
Energy in eV: -28060.4979
SMILES: CCCSSC.O
M in g mol⁻¹: 140.27
Maximum force in eV/A: 1.99
Charge: 0

***

(6)
Entry from the OMol25 dataset: C5H8O in the gas phase (ωB97M-V with the def2-TZVPD basis set).

Each line ends with the Mulliken charge.
Element x y z (Å)
1 C -1.404 -0.859 -0.407  -1.339
2 C -0.469 0.334 -0.523  0.580
3 C -0.285 1.140 0.658  -0.629
4 C 1.029 0.043 -0.619  -0.729
5 C 1.654 -0.460 0.515  0.074
6 O 1.230 -0.250 1.675  -0.564
7 H -1.119 -1.466 0.459  0.315
8 H -2.442 -0.532 -0.277  0.339
9 H -1.343 -1.485 -1.302  0.333
10 H -0.693 0.966 -1.391  0.338
11 H -0.699 0.876 1.623  0.255
12 H 0.177 2.116 0.563  0.305
13 H 1.532 0.163 -1.574  0.366
14 H 2.536 -1.109 0.378  0.356

ΔE to the lowest compared entry with this formula, charge and spin in kcal per mole: 80.4
Orbital gap (alpha / beta) in eV: 7.810 / 7.807
HOMO level (alpha / beta) in Eh: -0.293 / -0.293
Energy in eV: -7358.7678
M in g mol⁻¹: 84.12
Maximum force in eV/A: 0.29
Charge: 0

***

(7)
Entry from the OMol25 dataset: C3H2ClNO in the gas phase in a non-equilibrium geometry (ωB97M-V with the def2-TZVPD basis set).

Each line ends with the Mulliken charge.
Element x y z (Å)
1 Cl 2.435 0.256 -0.905  -0.153
2 C 0.952 -0.018 -0.248  0.310
3 C 0.001 -0.910 -0.463  -0.250
4 O -1.214 -0.543 0.186  -0.289
5 C -0.876 0.721 0.560  0.140
6 N 0.227 1.130 0.323  -0.416
7 H 0.142 -1.961 -0.520  0.312
8 H -1.666 1.325 1.067  0.347

ΔE to the lowest compared entry with this formula, charge and spin in kcal per mole: 19.5
Orbital gap in eV: 10.628
HOMO level in Eh: -0.360
Energy in eV: -19201.7976
SMILES: Clc1cocn1
M in g mol⁻¹: 103.51
Maximum force in eV/A: 6.96
Charge: 0